[1]
Formula: C15H11N2O2S5V
Source: the Open Molecules 2025 dataset
Level of theory: ωB97M-V/def2-TZVPD

Its expectation value of S² is 2.03. The strongest force on any atom comes out at 1.43 eV/A. As for the gap between HOMO and LUMO (spin up / spin down): 7.058 / 7.206 eV.

The geometry in ORCA input format:
```
! wB97M-V def2-TZVPD RIJCOSX def2/J DEFGRID3
* xyz 0 3
V 0.23 -1.51 -1.94
S -1.26 -2.77 -3.19
S 0.65 -3.59 -3.24
S 1.85 -2.35 -4.38
S 2.19 -0.77 -3.03
O 1.17 -2.76 -0.14
S 0.34 -1.98 0.78
O -0.80 -2.59 1.40
N -0.03 -0.76 -0.21
C -0.90 0.35 -0.04
C -1.37 0.91 1.10
C -2.20 2.07 1.02
C -2.52 2.64 -0.17
C -2.05 2.05 -1.38
C -2.33 2.55 -2.67
C -1.85 1.90 -3.77
C -1.08 0.73 -3.60
N -0.81 0.25 -2.41
C -1.26 0.91 -1.30
C 1.33 -1.32 2.06
C 2.49 -0.63 1.72
C 3.26 -0.09 2.73
C 2.88 -0.24 4.06
C 1.72 -0.94 4.38
C 0.94 -1.48 3.37
H -1.12 0.50 2.07
H -2.56 2.51 1.94
H -3.14 3.52 -0.21
H -2.94 3.44 -2.78
H -2.05 2.26 -4.77
H -0.69 0.17 -4.44
H 2.79 -0.52 0.68
H 4.17 0.45 2.49
H 3.49 0.18 4.85
H 1.43 -1.06 5.42
H 0.03 -2.03 3.60
*
```

=====

[2]
Formula: C4H5NO6S
Source: the Open Molecules 2025 dataset
Level of theory: ωB97M-V/def2-TZVPD

Its energy relative to the best compared isomer or geometry (same formula, charge and spin) is 78.78 kcal per mole. The strongest force on any atom comes out at 3.92 eV/A. As for the gap between HOMO and LUMO: 6.531 eV.

The geometry in ORCA input format:
```
! wB97M-V def2-TZVPD RIJCOSX def2/J DEFGRID3
* xyz 0 1
C -2.12 -0.24 0.51
C -1.89 0.92 -0.25
C -0.91 -0.70 1.00
C -0.51 1.15 -0.31
N 0.09 0.17 0.53
O 2.11 -1.04 1.23
O 2.17 1.39 1.26
O -0.54 -1.88 1.63
O 0.26 2.10 -0.85
O 0.98 -0.64 -1.84
O 2.07 0.21 -1.49
S 1.68 0.19 0.64
H -3.00 -0.81 0.71
H -2.69 1.27 -0.89
H 0.39 -2.07 1.68
H 0.67 1.57 -1.55
H 1.22 -1.58 -1.98
*
```

=====

[3]
Formula: C5H13NS
Source: the Open Molecules 2025 dataset
Level of theory: ωB97M-V/def2-TZVPD

Its energy relative to the best compared isomer or geometry (same formula, charge and spin) is 82.34 kcal per mole. The strongest force on any atom comes out at 3.80 eV/A. As for the gap between HOMO and LUMO: 8.010 eV.

The geometry in ORCA input format:
```
! wB97M-V def2-TZVPD RIJCOSX def2/J DEFGRID3
* xyz 0 1
C 0.28 -1.16 -2.19
C 0.56 -1.68 -0.79
C 1.37 -1.04 0.07
N 1.94 -1.65 1.22
H 0.35 -0.08 -2.09
H 1.00 -1.49 -3.02
H -0.79 -1.50 -2.48
H 0.26 -2.69 -0.51
H 1.86 -0.08 -0.18
H 1.36 -2.37 1.60
H 2.04 -0.93 1.94
H -0.04 -0.10 0.83
C -1.44 1.79 -0.12
C -1.27 1.91 1.47
S 0.43 1.51 2.03
H -1.26 0.75 -0.43
H -0.76 2.47 -0.64
H -2.46 2.04 -0.34
H -2.00 1.31 1.94
H -1.41 3.00 1.72
*
```

=====

[4]
Formula: C21H15N3O4S
Source: the Open Molecules 2025 dataset
Level of theory: ωB97M-V/def2-TZVPD

The strongest force on any atom comes out at 7.69 eV/A. As for the gap between HOMO and LUMO: 7.729 eV. The structure (SMILES) is O=C1/C(=N/NS(=O)(=O)c2ccccc2)c2ccccc2N1C(=O)c1ccccc1.

The geometry in ORCA input format:
```
! wB97M-V def2-TZVPD RIJCOSX def2/J DEFGRID3
* xyz 0 1
O 0.28 -2.28 -0.33
C -0.41 -1.25 -0.19
C -0.97 -0.49 -1.32
N -0.61 -0.52 -2.58
N -1.14 0.36 -3.48
S -0.42 1.91 -3.77
O 0.20 1.89 -5.09
O -1.40 3.00 -3.65
C 0.78 2.21 -2.44
C 1.92 1.42 -2.35
C 2.89 1.75 -1.37
C 2.56 2.71 -0.40
C 1.39 3.43 -0.52
C 0.52 3.15 -1.45
C -1.83 0.47 -0.57
C -2.78 1.38 -1.05
C -3.52 2.22 -0.19
C -3.42 1.89 1.19
C -2.47 1.05 1.70
C -1.67 0.27 0.83
N -0.71 -0.76 1.07
C -0.46 -1.39 2.30
O -1.15 -1.20 3.31
C 0.51 -2.53 2.47
C -0.08 -3.78 2.82
C 0.77 -4.91 2.97
C 2.23 -4.76 2.63
C 2.73 -3.52 2.14
C 1.82 -2.42 2.07
H -0.90 -0.04 -4.37
H 2.17 0.60 -2.96
H 3.77 1.17 -1.37
H 3.27 3.10 0.32
H 1.20 4.23 0.18
H -0.41 3.72 -1.32
H -2.64 1.49 -2.08
H -4.18 3.05 -0.49
H -3.89 2.49 1.96
H -2.25 0.92 2.72
H -1.16 -3.69 2.99
H 0.32 -5.88 3.24
H 2.99 -5.57 2.60
H 3.82 -3.40 2.00
H 2.35 -1.48 1.83
*
```

=====

[5]
Formula: C25H71ClN4O13
Source: the Open Molecules 2025 dataset
Level of theory: ωB97M-V/def2-TZVPD

The strongest force on any atom comes out at 2.63 eV/A. As for the gap between HOMO and LUMO: 6.263 eV.

The geometry in ORCA input format:
```
! wB97M-V def2-TZVPD RIJCOSX def2/J DEFGRID3
* xyz 0 1
O -2.70 -2.46 4.17
H -1.88 -2.80 3.68
H -2.88 -3.00 4.96
H -3.47 -2.51 3.58
Cl 0.53 -0.47 2.06
O 1.00 -1.81 1.75
O 1.55 0.22 2.76
O 0.27 0.31 0.86
O -0.64 -0.49 2.91
C -2.73 2.18 2.27
O -3.14 1.10 1.45
H -2.00 2.80 1.72
H -3.54 2.89 2.44
H -2.26 1.93 3.22
H -2.37 0.52 1.38
C 2.89 -4.67 1.47
O 1.59 -5.13 1.83
H 2.85 -4.42 0.41
H 3.21 -3.77 2.01
H 3.65 -5.41 1.73
H 1.08 -4.39 2.17
C 0.55 0.68 6.21
O -0.63 0.98 5.45
H 0.41 0.99 7.24
H 0.79 -0.38 6.10
H 1.34 1.29 5.77
H -0.54 0.57 4.58
C 4.87 -1.87 4.24
O 3.94 -0.87 4.68
H 4.22 -2.70 3.93
H 5.40 -1.51 3.36
H 5.50 -2.28 5.03
H 3.27 -0.76 3.99
C -2.58 -2.38 0.30
C -2.30 -3.81 0.84
C -1.59 -4.66 -0.22
O -2.43 -4.81 -1.34
C -1.92 -5.72 -2.27
N -1.60 -3.81 2.14
H -3.35 -1.87 0.87
H -2.89 -2.52 -0.73
H -1.68 -1.76 0.31
H -3.32 -4.18 1.00
H -1.23 -5.60 0.21
H -0.70 -4.10 -0.54
H -0.96 -5.49 -2.74
H -2.56 -5.72 -3.16
H -2.00 -6.75 -1.91
H -0.73 -3.28 2.05
H -1.28 -4.76 2.34
C 2.70 3.61 0.74
C 3.98 3.36 1.58
C 4.68 4.64 2.00
O 5.15 5.36 0.90
C 5.34 6.74 1.09
N 3.53 2.62 2.78
H 2.04 4.23 1.35
H 2.35 2.64 0.39
H 2.94 4.13 -0.20
H 4.68 2.71 1.06
H 5.48 4.27 2.65
H 4.02 5.20 2.67
H 6.11 7.07 0.39
H 5.77 6.95 2.07
H 4.48 7.37 0.86
H 2.80 3.15 3.23
H 3.11 1.75 2.46
C -0.38 -1.83 -2.72
C 0.91 -2.28 -2.03
C 1.74 -3.13 -2.95
O 2.77 -3.67 -2.10
C 3.56 -4.59 -2.83
N 1.63 -1.04 -1.70
H -1.11 -1.31 -2.08
H -0.96 -2.72 -3.02
H -0.27 -1.24 -3.63
H 0.57 -2.77 -1.11
H 2.17 -2.68 -3.84
H 1.08 -3.94 -3.31
H 2.95 -5.44 -3.15
H 4.39 -4.96 -2.24
H 4.08 -4.13 -3.68
H 2.40 -1.28 -1.08
H 1.01 -0.53 -1.08
C -4.72 3.12 -3.83
C -3.89 2.03 -3.16
C -3.11 1.40 -4.35
C -1.91 2.23 -4.83
C -1.06 2.45 -3.59
C -1.74 3.16 -2.41
N -2.95 2.42 -2.10
O -3.64 2.98 -1.01
C -0.73 3.04 -1.28
C -1.99 4.65 -2.73
C -4.83 0.96 -2.61
H -5.50 2.69 -4.46
H -4.21 3.88 -4.43
H -5.19 3.73 -3.05
H -2.73 0.40 -4.10
H -3.81 1.20 -5.16
H -2.16 3.14 -5.37
H -1.27 1.62 -5.47
H -0.13 2.99 -3.79
H -0.75 1.45 -3.26
H 0.18 3.61 -1.49
H -1.09 3.60 -0.40
H -0.45 2.02 -1.04
H -1.14 5.29 -2.51
H -2.31 4.73 -3.77
H -2.82 5.06 -2.14
H -5.44 0.47 -3.37
H -5.47 1.39 -1.84
H -4.23 0.17 -2.15
H -3.66 2.27 -0.36
*
```

=====

[6]
Formula: C48H50Br2CuN5OSe
Source: the Open Molecules 2025 dataset
Level of theory: ωB97M-V/def2-TZVPD

Its expectation value of S² is 0.77. The strongest force on any atom comes out at 2.25 eV/A. As for the gap between HOMO and LUMO (spin up / spin down): 4.559 / 5.752 eV.

The geometry in ORCA input format:
```
! wB97M-V def2-TZVPD RIJCOSX def2/J DEFGRID3
* xyz -1 2
Cu -1.84 -0.17 0.31
C 3.34 -3.90 -1.92
C 2.00 -3.65 -1.23
C 1.04 -4.80 -1.55
C 2.14 -3.49 0.27
C 2.83 -4.44 1.00
C 2.94 -4.34 2.37
C 2.34 -3.28 3.03
C 1.64 -2.31 2.34
C 1.00 -1.16 3.08
C -0.02 -1.66 4.11
C 2.07 -0.29 3.74
C 1.56 -2.40 0.94
N 0.81 -1.46 0.24
C 1.32 -0.46 -0.40
C 0.55 0.52 -1.15
N -0.76 0.62 -1.11
C -1.46 1.48 -1.96
C -2.16 2.57 -1.42
C -2.90 3.40 -2.25
C -2.96 3.16 -3.61
C -2.30 2.08 -4.15
C -1.54 1.23 -3.35
C -0.90 0.02 -3.98
C -0.32 0.31 -5.37
C -1.94 -1.10 -4.08
C -2.09 2.89 0.05
C -1.41 4.24 0.29
C -3.47 2.83 0.70
C 1.50 1.40 -1.82
C 1.40 2.50 -2.63
C 2.58 3.14 -3.06
C 3.84 2.70 -2.72
C 3.98 1.58 -1.86
C 5.18 1.02 -1.36
C 5.13 -0.04 -0.49
C 3.92 -0.64 -0.08
C 2.74 -0.13 -0.57
C 2.80 0.97 -1.44
H 3.22 -3.86 -3.00
H 3.72 -4.89 -1.66
H 4.08 -3.16 -1.62
H 1.58 -2.72 -1.64
H 1.39 -5.72 -1.08
H 0.98 -4.96 -2.62
H 0.04 -4.58 -1.18
H 3.28 -5.28 0.49
H 3.49 -5.08 2.93
H 2.44 -3.21 4.11
H 0.45 -0.55 2.35
H 0.45 -2.29 4.86
H -0.80 -2.23 3.62
H -0.48 -0.81 4.61
H 2.66 -0.86 4.46
H 1.61 0.54 4.27
H 2.75 0.12 2.99
H -3.43 4.24 -1.83
H -3.53 3.82 -4.25
H -2.38 1.89 -5.21
H -0.08 -0.33 -3.35
H -1.11 0.40 -6.11
H 0.33 -0.51 -5.68
H 0.26 1.23 -5.37
H -2.80 -0.77 -4.66
H -2.31 -1.36 -3.08
H -1.53 -1.99 -4.55
H -1.48 2.11 0.52
H -1.95 5.05 -0.19
H -0.39 4.23 -0.11
H -1.35 4.45 1.36
H -4.13 3.61 0.32
H -3.38 2.96 1.78
H -3.93 1.87 0.51
H 0.44 2.89 -2.95
H 2.48 4.01 -3.69
H 4.71 3.21 -3.10
H 6.14 1.44 -1.64
H 6.05 -0.44 -0.08
H 3.94 -1.48 0.60
Br 1.22 4.95 4.99
C 0.72 3.58 3.74
C 1.51 3.35 2.62
C 1.09 2.32 1.78
N 0.01 1.60 1.96
C -0.77 1.84 3.04
C -0.41 2.83 3.97
C -1.95 1.02 3.18
C -2.87 1.27 4.23
C -3.95 0.44 4.38
Br -5.21 0.76 5.78
C -4.13 -0.65 3.53
C -3.19 -0.82 2.53
N -2.15 -0.02 2.32
H 2.39 3.92 2.41
H 1.69 2.09 0.90
H -1.00 3.01 4.86
H -2.74 2.10 4.90
H -4.97 -1.31 3.63
H -3.27 -1.66 1.86
C -2.30 -3.30 -0.57
O -1.73 -2.47 0.41
H -2.08 -4.36 -0.37
H -1.96 -3.04 -1.58
H -3.39 -3.16 -0.54
H -0.77 -2.35 0.26
Se -5.66 -1.01 -2.47
C -4.47 -0.56 -1.30
N -3.69 -0.26 -0.48
*
```

=====

[7]
Formula: C40H47As2Cl2N4O12W
Source: the Open Molecules 2025 dataset
Level of theory: ωB97M-V/def2-TZVPD

Its energy relative to the best compared isomer or geometry (same formula, charge and spin) is 0.00 kcal per mole. Its expectation value of S² is 2.02. The strongest force on any atom comes out at 2.64 eV/A. As for the gap between HOMO and LUMO (spin up / spin down): 6.512 / 6.895 eV.

The geometry in ORCA input format:
```
! wB97M-V def2-TZVPD RIJCOSX def2/J DEFGRID3
* xyz 3 3
W -0.85 -1.23 0.58
C 2.97 1.50 5.98
C 1.96 1.15 4.92
C 1.11 2.09 4.38
C 0.12 1.78 3.43
C -0.76 2.90 3.13
N -2.05 2.95 3.13
C -3.03 1.87 3.22
C -4.08 1.94 2.11
C -3.46 1.80 0.72
N -4.52 1.73 -0.28
C -4.89 0.82 -1.14
C -4.40 -0.45 -1.61
C -5.31 -1.08 -2.50
C -5.09 -2.30 -3.10
C -6.07 -2.91 -4.05
C -3.91 -2.96 -2.75
C -2.97 -2.41 -1.88
C -1.77 -3.18 -1.61
N -0.78 -2.93 -0.83
C 0.26 -4.00 -0.85
C 1.16 -4.09 0.38
C 0.48 -3.81 1.70
N 0.35 -2.35 1.93
C 0.98 -1.85 2.94
C 0.98 -0.48 3.40
C 1.86 -0.14 4.42
C 0.10 0.49 2.88
O -0.76 0.10 1.93
C -3.19 -1.13 -1.32
O -2.23 -0.64 -0.58
H 2.82 2.50 6.37
H 3.98 1.44 5.57
H 2.92 0.80 6.81
H 1.16 3.11 4.74
H -0.28 3.88 3.13
H -2.45 3.88 3.02
H -3.53 1.98 4.19
H -2.52 0.91 3.21
H -4.63 2.89 2.19
H -4.78 1.13 2.29
H -2.88 0.89 0.67
H -2.83 2.65 0.48
H -5.15 2.53 -0.25
H -5.81 1.10 -1.64
H -6.23 -0.56 -2.73
H -6.85 -2.21 -4.33
H -6.55 -3.79 -3.61
H -5.57 -3.24 -4.96
H -3.70 -3.93 -3.18
H -1.73 -4.12 -2.17
H 0.87 -3.85 -1.74
H -0.27 -4.95 -0.96
H 2.02 -3.43 0.28
H 1.56 -5.10 0.40
H 1.06 -4.23 2.52
H -0.52 -4.24 1.74
H 1.55 -2.54 3.57
H 2.52 -0.91 4.81
Cl -3.24 -4.30 3.62
C -3.32 -2.55 3.57
Cl -2.09 -1.82 4.66
C -3.00 -1.96 2.21
O -3.36 -0.81 1.99
O -2.23 -2.61 1.40
H -4.29 -2.21 3.93
C 1.77 -1.49 -5.38
O 1.95 -0.46 -4.38
C 1.60 -0.70 -3.14
O 1.08 -1.72 -2.74
C 1.91 0.38 -2.15
C 2.43 1.57 -2.45
As 2.87 3.17 -1.30
C 4.78 3.22 -1.69
C 2.76 2.03 0.29
C 1.56 1.42 0.26
As 1.42 -0.45 -0.37
C 3.15 -1.29 -0.19
C 0.36 2.22 -0.17
O 0.07 3.29 0.33
O -0.43 1.61 -1.07
C -1.13 2.43 -2.04
C 3.87 1.45 1.12
O 3.72 0.49 1.84
O 4.96 2.19 1.03
C 6.11 1.83 1.84
C 2.56 2.01 -3.90
O 1.62 2.52 -4.45
O 3.78 1.87 -4.37
C 3.98 2.30 -5.74
H 2.71 -1.56 -5.92
H 0.97 -1.17 -6.04
H 1.52 -2.43 -4.90
H 4.90 3.65 -2.68
H 5.23 2.23 -1.66
H 5.25 3.87 -0.96
H 3.90 -0.54 -0.42
H 3.20 -2.09 -0.94
H 3.33 -1.68 0.81
H -2.07 1.94 -2.25
H -0.52 2.48 -2.94
H -1.28 3.43 -1.64
H 6.90 1.51 1.16
H 5.85 1.03 2.53
H 6.41 2.73 2.37
H 4.12 3.38 -5.76
H 3.12 2.03 -6.35
H 4.88 1.79 -6.08
*
```

=====

[8]
Formula: C4H3NOS
Source: the Open Molecules 2025 dataset
Level of theory: ωB97M-V/def2-TZVPD

Its energy relative to the best compared isomer or geometry (same formula, charge and spin) is 93.85 kcal per mole. The strongest force on any atom comes out at 11.40 eV/A. As for the gap between HOMO and LUMO: 8.193 eV. The structure (SMILES) is C#C/C(C=O)=N\S.

The geometry in ORCA input format:
```
! wB97M-V def2-TZVPD RIJCOSX def2/J DEFGRID3
* xyz 0 1
C 0.46 1.96 -0.13
C -0.04 0.81 0.20
C -0.23 -0.47 0.38
C -1.68 -1.08 -0.06
O -2.67 -0.45 -0.28
N 0.79 -1.32 0.19
S 2.40 -0.75 -0.19
H 0.27 3.00 0.00
H -1.51 -2.32 -0.09
H 2.20 0.64 -0.02
*
```